{"formula": "C23H35CrN2S4Si", "method": "ωB97M-V with the def2-TZVPD basis set", "multiplicity": 4, "homo_lumo_gap_ha": [0.2437, 0.2649], "total_charge": 2, "energy_ev": -107026.586, "max_force_ev_per_a": 0.6, "e_lumo_ev": [-7.20, -6.24], "symbols": ["Cr", "C", "C", "S", "C", "C", "S", "C", "C", "S", "H", "H", "H", "H", "H", "H", "H", "H", "H", "H", "H", "H", "C", "C", "C", "C", "C", "C", "Si", "C", "C", "C", "C", "C", "C", "H", "H", "H", "H", "H", "H", "H", "H", "H", "H", "H", "C", "C", "N", "C", "S", "N", "C", "C", "H", "H", "H", "H", "H", "H", "H", "H", "H", "H", "H", "H"], "coordinates": [[0.89496, 0.57952, 0.24932], [0.36163, 2.49553, 2.82987], [0.88513, 3.54806, 1.85625], [0.99148, 3.00275, 0.10998], [2.70078, 3.47684, -0.35176], [3.66859, 2.32797, -0.63990], [3.44565, 0.84171, 0.36904], [3.68409, 1.49488, 2.05143], [2.72986, 0.85529, 3.05822], [0.97288, 0.80668, 2.60080], [-0.71851, 2.37919, 2.74305], [0.58562, 2.78420, 3.85548], [1.86897, 3.90817, 2.14331], [0.20518, 4.39706, 1.85606], [3.06606, 4.12452, 0.44168], [2.59835, 4.09332, -1.24203], [4.69326, 2.67210, -0.50761], [3.57656, 1.97092, -1.66508], [3.57413, 2.57771, 2.02180], [4.70933, 1.26581, 2.33704], [2.78548, 1.35683, 4.02482], [2.97555, -0.19611, 3.21545], [-3.05624, -2.82060, -2.53089], [-2.03708, -1.97514, -2.95879], [-1.56317, -0.98362, -2.11112], [-2.09428, -0.81188, -0.82480], [-3.11569, -1.67481, -0.41160], [-3.59204, -2.67326, -1.25720], [-1.59522, 0.63790, 0.24663], [-2.29533, 2.20429, -0.45769], [-1.90295, 2.68469, -1.71356], [-2.48365, 3.81770, -2.25824], [-3.46992, 4.49847, -1.54882], [-3.87387, 4.03868, -0.30348], [-3.28979, 2.89839, 0.23974], [-3.45073, -3.57634, -3.20090], [-1.62879, -2.07783, -3.95999], [-0.77962, -0.32497, -2.47098], [-3.55623, -1.56037, 0.57726], [-4.39793, -3.32075, -0.92821], [-2.16293, 0.44717, 1.60800], [-1.14514, 2.15766, -2.29005], [-2.17743, 4.16864, -3.23858], [-3.92934, 5.38271, -1.97443], [-4.65322, 4.55856, 0.24312], [-3.62494, 2.54214, 1.21248], [2.64979, -4.21064, -2.42031], [1.27415, -3.57911, -2.56764], [0.42809, -3.75261, -1.37047], [0.38800, -2.99808, -0.28523], [1.46616, -1.62882, -0.14094], [-0.43108, -3.34486, 0.69223], [-0.54105, -2.71550, 2.01350], [0.39738, -3.33705, 3.03399], [3.23785, -4.02456, -3.32146], [2.57408, -5.29241, -2.28441], [3.18574, -3.78962, -1.56794], [0.73043, -4.03896, -3.39115], [1.34691, -2.51629, -2.77849], [-0.12822, -4.59593, -1.35229], [-0.93054, -4.21629, 0.58431], [-1.57727, -2.82343, 2.32390], [-0.34518, -1.65740, 1.89749], [0.20425, -4.40626, 3.14621], [0.25036, -2.86653, 4.00924], [1.44066, -3.20603, 2.73433]], "forces_ev_per_angstrom": [[0.50, -0.20, 0.12], [0.08, 0.00, -0.18], [-0.12, -0.10, 0.04], [-0.07, 0.19, -0.16], [-0.02, -0.09, 0.02], [-0.09, -0.03, 0.14], [0.16, 0.03, -0.06], [-0.15, -0.03, 0.04], [0.06, 0.03, -0.19], [-0.22, -0.02, 0.09], [-0.04, 0.04, 0.00], [-0.05, 0.06, 0.06], [0.03, -0.01, 0.02], [-0.01, 0.07, 0.06], [0.02, 0.03, 0.01], [0.04, 0.05, -0.03], [0.05, 0.03, -0.08], [-0.02, 0.00, -0.02], [0.00, -0.06, 0.03], [0.02, 0.05, 0.08], [0.07, -0.03, 0.02], [0.04, 0.02, 0.01], [0.01, 0.01, -0.02], [-0.02, 0.02, -0.01], [-0.14, -0.09, 0.11], [-0.08, -0.14, -0.11], [0.05, -0.05, 0.01], [0.02, 0.04, 0.08], [-0.41, -0.21, -0.17], [-0.01, 0.25, 0.07], [-0.05, -0.01, 0.00], [-0.01, 0.02, -0.03], [0.00, -0.02, 0.00], [-0.02, -0.02, 0.03], [0.05, 0.07, 0.07], [0.04, 0.03, 0.05], [-0.05, 0.02, 0.11], [0.04, 0.05, -0.04], [0.03, -0.01, -0.14], [0.06, 0.05, -0.03], [0.08, -0.02, 0.08], [-0.03, 0.03, 0.02], [-0.04, -0.03, 0.11], [0.03, -0.05, 0.02], [0.07, -0.03, -0.05], [0.03, 0.04, -0.14], [-0.01, -0.06, 0.06], [0.01, -0.01, 0.15], [0.32, -0.02, -0.16], [-0.34, 0.13, -0.08], [0.33, -0.26, -0.21], [0.09, 0.05, 0.42], [0.03, -0.24, -0.07], [0.07, -0.01, 0.03], [-0.06, -0.02, 0.07], [0.01, 0.10, 0.00], [-0.01, -0.01, -0.04], [-0.06, 0.03, 0.01], [-0.03, 0.10, 0.03], [-0.05, 0.01, -0.03], [-0.11, 0.02, -0.05], [-0.09, 0.01, -0.01], [-0.03, 0.17, -0.05], [0.02, 0.08, 0.01], [0.01, -0.04, -0.08], [-0.07, -0.02, 0.02]]}